(1)
Molecular formula: C6H10N3O
Method: DFT, ωB97M-V/def2-TZVPD

The geometry in XYZ format:
```
20
Properties=species:S:1:pos:R:3:forces:R:3:lowdin_charge:R:1
C 0.15800 1.10693 -0.04207 -0.324 4.772 -0.657 0.024
C 0.86887 -0.08102 -0.14282 0.904 -1.354 1.469 -0.287
C -1.16726 1.32277 0.02477 0.621 -1.706 0.238 -0.210
C 2.35956 0.03026 -0.31750 0.958 -2.342 -0.625 0.012
C -2.07832 2.49262 0.20580 6.079 1.078 -0.703 0.037
C 0.70976 -2.49206 0.10120 -1.466 -0.115 -0.070 -0.014
N -1.96638 0.17978 0.03983 -1.626 0.214 0.258 0.209
N 0.21005 -1.14787 0.09836 -0.361 0.213 -0.618 0.055
N -1.68075 -0.95927 0.21171 2.822 0.742 -0.805 -0.115
O -2.14037 -2.00443 0.29017 -0.867 -1.915 0.379 0.218
H 0.78192 2.02329 -0.12423 -0.511 -0.642 0.221 0.152
H 2.48161 0.10388 -1.41853 0.352 1.212 0.573 0.122
H 2.92750 -0.94587 -0.21522 -1.010 0.871 0.430 0.096
H 2.86431 0.72344 0.39403 -0.636 0.027 -1.139 0.121
H -1.42576 3.40154 0.02167 -1.360 -0.669 0.873 0.139
H -2.48984 2.27137 1.11300 -1.283 0.565 2.710 0.076
H -2.74773 2.37514 -0.51964 -3.127 0.027 -2.958 0.052
H 1.77633 -2.53503 0.26357 0.100 -0.084 0.309 0.087
H 0.09776 -2.94240 0.89663 0.651 -0.670 -0.311 0.106
H 0.46073 -2.92309 -0.88073 0.085 -0.226 0.429 0.121
```
Forces are in eV/Å.

Summary:
orbital gap = 9.2 eV
strongest force on any atom = 0.12084 hartree/bohr
charge = +1
energy relative to the best compared isomer or geometry (same formula, charge and spin) = 650.5 kJ/mol
HOMO level = -14.3 eV

---

(2)
Molecular formula: C23H20N6O6S3Tl
Method: DFT, ωB97M-V/def2-TZVPD

The geometry in XYZ format:
```
59
Properties=species:S:1:pos:R:3:forces:R:3:lowdin_charge:R:1
Tl -0.13419 -0.07226 -1.26421 0.088 -0.096 -0.069 0.826
C -5.50122 0.89690 -0.31188 0.021 0.002 -0.046 -0.053
O -4.93287 -0.38106 -0.02836 0.013 -0.051 0.051 -0.039
C -3.63248 -0.49991 -0.38508 0.027 0.193 -0.291 -0.614
O -3.04346 0.34863 -1.02314 0.101 -0.080 0.143 -0.052
N -3.14967 -1.68677 0.03814 -0.047 -0.182 0.169 0.018
N -1.78266 -1.97213 0.00907 -0.020 -0.153 -0.006 -0.014
H -6.54627 0.82508 -0.02530 -0.001 -0.007 0.030 0.088
H -5.41572 1.13658 -1.37023 0.009 -0.019 -0.009 0.091
H -4.99653 1.66812 0.26976 -0.018 0.006 -0.002 0.095
H -3.76918 -2.27345 0.57237 -0.027 0.000 0.082 0.156
H -1.61918 -2.89519 -0.39214 0.008 -0.044 -0.194 0.055
H -1.42001 -1.96621 0.95717 0.033 0.068 0.003 0.063
O 4.05890 1.54446 -0.97331 -0.120 0.012 0.052 0.021
C 2.89059 1.49648 -0.59431 0.038 -0.046 0.016 -0.647
O 2.28566 0.53637 -0.00923 0.086 0.101 -0.184 -0.192
C 2.05396 2.77871 -0.79104 -0.079 -0.143 0.082 -0.198
C 2.71704 4.02244 -0.91672 0.072 0.136 -0.055 0.002
C 1.97629 5.16396 -0.97529 0.088 -0.060 -0.006 -0.010
C 0.56597 5.08650 -0.89939 -0.157 -0.152 0.013 -0.159
C -0.27727 6.22195 -0.89711 0.013 0.026 -0.045 -0.049
C -1.62993 6.07830 -0.77072 0.040 0.084 0.029 -0.091
C -2.20471 4.79357 -0.65893 -0.005 -0.035 -0.021 -0.072
C -1.42158 3.67475 -0.69274 0.042 -0.056 0.015 -0.008
C -0.01454 3.79792 -0.79786 0.163 0.228 -0.095 -0.202
N 0.75153 2.67173 -0.75958 -0.103 0.067 0.188 0.104
H 3.79764 4.02237 -0.95121 -0.019 -0.021 -0.038 0.113
H 2.45177 6.13488 -1.06681 -0.015 -0.003 0.022 0.112
H 0.16958 7.20516 -1.00099 -0.013 -0.017 0.051 0.107
H -2.26390 6.95665 -0.74783 -0.012 -0.035 -0.020 0.097
H -3.27685 4.69867 -0.53842 0.015 -0.018 -0.039 0.102
H -1.84253 2.68003 -0.61142 -0.035 -0.010 0.042 0.078
S -1.24023 0.76415 1.76323 -0.174 -0.111 -0.137 0.631
C -0.13004 1.85006 2.36348 0.280 0.058 0.104 -0.832
N 1.20548 1.66688 2.08431 -0.344 0.447 0.197 0.074
C 2.15466 2.47563 2.56503 0.114 0.009 -0.057 -0.064
C 1.82735 3.51857 3.38135 -0.115 0.027 0.084 -0.053
C 0.45052 3.70648 3.59759 0.053 -0.127 -0.045 -0.136
N -0.48741 2.92525 3.12107 -0.007 0.038 0.074 0.066
H 1.47429 1.02369 1.29840 0.197 -0.158 -0.109 0.071
H 3.16754 2.26466 2.24466 -0.027 -0.091 -0.025 0.141
H 2.57348 4.17340 3.80320 -0.006 0.006 -0.047 0.095
H 0.10731 4.55381 4.18690 0.005 -0.027 -0.017 0.107
O -1.08110 -6.03487 1.07952 0.059 -0.001 -0.004 -0.329
S -0.76300 -6.25652 -0.31047 0.045 0.028 0.021 0.612
O -1.59292 -7.19868 -1.01615 0.059 0.029 -0.060 -0.322
N -0.66025 -4.82820 -1.10035 0.016 0.101 0.166 -0.141
C 0.57741 -4.54708 -1.47742 -0.278 0.048 -0.072 -0.866
S 1.07644 -3.13856 -2.23787 -0.028 0.018 0.020 0.532
C 1.55375 -5.64047 -1.16554 0.135 -0.185 0.122 -0.239
C 2.90573 -5.68836 -1.46259 -0.019 0.005 0.003 -0.037
C 3.62510 -6.81389 -1.08412 0.005 -0.001 -0.004 -0.079
C 3.00719 -7.86851 -0.41605 0.030 0.008 0.001 -0.089
C 1.65397 -7.81576 -0.10826 -0.121 -0.088 0.062 -0.049
C 0.95436 -6.69136 -0.49382 -0.069 0.263 -0.154 -0.221
H 3.36365 -4.85329 -1.97669 0.004 -0.013 0.002 0.091
H 4.68263 -6.87556 -1.31007 -0.008 0.006 0.002 0.098
H 3.58974 -8.73692 -0.13365 -0.015 0.005 0.007 0.097
H 1.16018 -8.62783 0.41099 0.025 0.013 -0.008 0.115
```
Forces are in eV/Å.

Summary:
orbital gap = 7.2 eV
strongest force on any atom = 0.01162 hartree/bohr
charge = -1
energy relative to the best compared isomer or geometry (same formula, charge and spin) = 50.2 kJ/mol
HOMO level = -5.2 eV